A molecular structure, C4H8NOS at a distorted geometry. Source: OMol25; level of theory: ωB97M-V/def2-TZVPD.

Computed properties:
Multiplicity ... 1
Total charge ... +1
Energy above the lowest of the compared OMol25 structures with the same formula, charge and spin ... 347.2 kJ/mol

Each line ends with the Löwdin charge.
Positions of all 15 atoms, in Å:
S: -0.3734 -0.3399 2.2120  1.014
O: -0.7188 -1.7131 1.8477  -0.461
N: 0.5072 -0.1033 -0.3328  -0.202
C: -1.4410 0.7654 1.1568  -0.132
C: 0.8782 -0.4212 0.8768  -0.076
C: -0.4696 0.8960 -0.4912  -0.016
C: 1.1561 -0.6499 -1.4946  0.039
H: 1.9295 -0.0279 -1.7522  0.091
H: -1.2635 0.8397 -1.3125  0.158
H: -0.0853 1.8616 -0.4031  0.098
H: 0.3714 -0.5227 -2.1724  0.090
H: -1.5602 1.6781 1.7157  0.063
H: 1.8294 -0.8813 0.8205  0.130
H: 1.5468 -1.6898 -1.4393  0.145
H: -2.3069 0.3084 0.7687  0.059

A gas-phase ion, C12H14N (charge +1) at a distorted geometry. Source: OMol25; level of theory: ωB97M-V/def2-TZVPD.

Computed properties:
SMILES ... CC1=[N+](C)c2c#cccc2C1(C)C
Multiplicity ... 1
Total charge ... +1
Energy above the lowest of the compared OMol25 structures with the same formula, charge and spin ... 577.5 kJ/mol

Each line ends with the Löwdin charge.
Positions of all 27 atoms, in Å:
N: -0.0551 -1.5100 -0.1131  -0.031
C: 1.0320 0.6130 0.0524  -0.032
C: -2.4213 -1.0046 -0.0842  0.035
C: -0.8995 1.7236 1.3199  0.023
C: -1.0071 -0.5903 0.0520  -0.095
C: 3.4675 -0.4605 0.1706  0.079
C: -0.4469 0.8226 0.1253  -0.417
C: 3.4589 0.8752 0.3083  -0.015
C: 1.2192 -1.0888 -0.1077  -0.122
C: 2.1090 1.3715 0.2174  -0.025
C: 2.5057 -1.3186 -0.0565  0.094
C: -0.9042 1.6014 -1.1149  -0.011
C: -0.0833 -2.9244 -0.3509  0.004
H: 2.0257 2.4171 0.2063  0.121
H: -0.0108 2.2725 -1.3000  0.114
H: 0.3802 -3.4828 0.5057  0.135
H: -2.6738 -1.8567 0.4610  0.075
H: 0.5428 -3.2682 -1.1878  0.120
H: -1.5840 2.4276 0.9458  0.053
H: -3.0987 -0.0714 0.0739  0.146
H: -1.2210 1.0270 -2.0587  0.127
H: -2.4932 -1.2136 -1.1889  0.133
H: -1.0304 -3.4704 -0.5196  0.112
H: 4.2762 1.3960 0.5222  0.069
H: -1.3107 1.1201 2.2346  0.141
H: -0.0699 2.2303 1.7203  0.068
H: -1.7075 2.3625 -0.8333  0.103

3 unconnected molecules or ions with the total composition C17H39N2O3Si at a distorted geometry. Source: OMol25; level of theory: ωB97M-V/def2-TZVPD.

Computed properties:
Multiplicity ... 1
Electronic energy ... -1295.50371 Ha
Total charge ... +1

Each line ends with the Löwdin charge.
Positions of all 62 atoms, in Å:
Si: -1.6165 -2.8076 -0.5802  0.475
O: -0.9893 3.0117 4.2539  -0.164
O: -1.6628 -1.2823 -1.4561  -0.291
O: 2.7509 -2.0108 -2.4030  -0.183
N: -0.5971 3.7956 -0.5940  -0.099
N: 1.1366 1.6206 -0.8910  0.029
C: -2.3642 2.7139 3.9740  -0.223
C: -0.9300 3.8207 5.4368  -0.203
C: -3.4401 -3.5109 -0.3830  -0.213
C: -0.3137 -0.8837 -1.9306  -0.252
C: 3.2143 -2.0893 -3.7581  -0.207
C: -0.6210 -4.2131 -1.4666  -0.211
C: -0.4780 2.9662 0.6655  -0.178
C: -2.3437 4.2728 5.7303  -0.177
C: 0.2248 1.8320 -2.0774  -0.236
C: 4.6394 -3.4375 -2.4675  -0.171
C: 3.6985 -2.6780 -1.5580  -0.206
C: 4.6456 -2.5770 -3.7046  -0.174
C: -3.1596 3.1251 5.1938  -0.176
C: -0.9159 -2.6713 1.2243  -0.211
C: -1.0397 2.8622 -1.7050  -0.144
C: -0.2788 0.4747 -2.8357  -0.084
C: 0.3641 1.5639 0.4361  -0.095
H: -1.8209 -2.7603 1.9915  0.058
H: -3.1738 2.3071 5.9237  0.121
H: 3.1709 -3.3334 -0.8590  0.114
H: 0.0392 -1.7729 -2.6454  0.118
H: -3.4009 -4.1451 0.6219  0.054
H: -4.2393 -2.6583 -0.3078  0.048
H: -4.1931 3.3920 4.9591  0.120
H: -1.1909 3.5529 -2.6669  0.151
H: 0.3316 0.2677 -3.8123  0.128
H: 4.2181 -4.4220 -2.7028  0.123
H: 5.3248 -1.7279 -3.5627  0.120
H: 3.1219 -1.1105 -4.2368  0.114
H: 0.4105 -0.9077 -1.0137  0.100
H: -0.5363 3.1981 6.2477  0.120
H: 0.5042 -4.1106 -1.0900  0.048
H: 2.5727 -2.8004 -4.2898  0.122
H: 4.9484 -3.1101 -4.6093  0.123
H: 0.3529 4.2149 -0.8183  0.119
H: 1.7577 2.4812 -0.8088  0.189
H: -1.4029 0.6810 -3.1810  0.147
H: 4.2317 -1.9124 -0.9843  0.115
H: -0.2459 4.6586 5.2766  0.119
H: -0.3333 0.6257 0.5286  0.131
H: -0.2667 -3.6558 1.3926  0.062
H: 0.8664 2.4421 -2.8787  0.169
H: -2.0448 2.2981 -1.5033  0.146
H: -2.4708 1.6501 3.7430  0.117
H: -3.6774 -4.2881 -1.2470  0.055
H: -2.5148 4.4758 6.7905  0.121
H: -0.6570 -3.9751 -2.6323  0.060
H: -1.5846 2.6514 0.9808  0.138
H: -2.6590 3.2939 3.0931  0.105
H: 1.8085 0.8062 -0.9981  0.189
H: 5.6298 -3.5851 -2.0295  0.123
H: -2.5694 5.1848 5.1651  0.120
H: -1.1083 -5.2409 -1.1885  0.063
H: -0.2396 -1.7338 1.4093  0.024
H: -0.0175 3.6665 1.4962  0.143
H: 1.1341 1.5043 1.3426  0.158

C26H28N4O3 in the gas phase at a distorted geometry. Source: OMol25; level of theory: ωB97M-V/def2-TZVPD.

Computed properties:
SMILES ... COc1cccc([C@H](C(=O)NC2CCCCC2)N(C(=O)c2ccccn2)c2cccnc2)c1
Multiplicity ... 1
Energy above the lowest of the compared OMol25 structures with the same formula, charge and spin ... 203.3 kJ/mol

Each line ends with the Löwdin charge.
Positions of all 61 atoms, in Å:
O: -0.4640 0.1036 5.4149  -0.077
O: 2.3134 2.1544 0.8510  0.087
O: 1.7787 -2.7400 1.2837  0.110
N: 2.6065 -2.7256 -2.0845  0.128
N: 2.0342 0.9518 -3.1995  0.080
N: 0.2389 1.7240 0.0633  0.131
N: 1.5300 -1.0036 -0.1385  0.060
C: 1.4095 1.3823 0.6241  -0.459
C: -1.5044 -0.0800 6.3438  -0.089
C: 1.0453 0.4951 -3.9488  -0.157
C: 1.8904 -5.4017 -1.9911  -0.055
C: 1.4916 -0.1071 1.0151  -0.118
C: 0.3113 -0.9875 -2.2422  -0.025
C: -1.2826 3.5563 0.6194  -0.136
C: -1.9607 -1.0742 2.2726  -0.068
C: -1.8706 -0.7526 3.6160  -0.023
C: -0.1267 3.0843 -0.2695  -0.289
C: 0.4087 -0.0730 3.2609  0.067
C: 1.6160 -4.5634 -0.9240  0.008
C: -0.8869 -0.8938 1.4230  -0.057
C: -2.9327 2.9633 -1.1779  -0.202
C: -0.6758 -0.2496 4.1200  -0.260
C: 2.1924 0.4622 -1.9868  -0.077
C: 1.7441 -2.3191 0.1435  -0.380
C: 0.3138 -0.3942 1.9198  -0.174
C: -2.5796 2.8161 0.2995  -0.195
C: 0.1563 -0.4778 -3.5186  -0.056
C: 1.9830 -3.2243 -1.0236  -0.193
C: 2.8745 -3.5329 -3.0919  -0.118
C: -1.7966 2.4547 -2.0608  -0.199
C: 1.3552 -0.5167 -1.4482  -0.232
C: -0.5008 3.1994 -1.7496  -0.134
C: 2.5311 -4.8777 -3.1032  -0.052
H: -2.7276 -0.9040 4.2525  0.101
H: 1.6150 -6.4457 -1.9541  0.108
H: -1.0142 3.4056 1.6669  0.118
H: -0.4836 1.0266 -0.0201  0.112
H: -0.6393 -0.8241 -4.1603  0.104
H: -0.3538 -1.7543 -1.8668  0.121
H: 0.9660 0.9313 -4.9354  0.104
H: -1.6571 1.3822 -1.9043  0.096
H: -3.1137 4.0173 -1.3999  0.114
H: 2.7668 -5.4966 -3.9548  0.102
H: -1.4282 4.6257 0.4577  0.119
H: -0.9785 -1.1728 0.3830  0.104
H: 3.0211 0.8597 -1.4184  0.129
H: -2.3809 0.5264 6.0925  0.095
H: -0.6272 4.2563 -1.9903  0.121
H: -2.0519 2.5971 -3.1128  0.111
H: -1.7979 -1.1322 6.4161  0.096
H: 3.3894 -3.0746 -3.9260  0.112
H: -2.4790 1.7579 0.5539  0.100
H: -3.8505 2.4136 -1.3974  0.108
H: -3.3867 3.2202 0.9139  0.110
H: 0.7653 3.6859 -0.0664  0.149
H: -2.8887 -1.4711 1.8866  0.107
H: 1.3269 0.3176 3.6695  0.138
H: -1.1045 0.2478 7.3020  0.093
H: 1.1353 -4.9150 -0.0246  0.119
H: 0.3153 2.8104 -2.3604  0.097
H: 2.4186 -0.2441 1.5851  0.167

9 unconnected molecules or ions with the total composition C6H31NO8 at a distorted geometry. Source: OMol25; level of theory: ωB97M-V/def2-TZVPD.

Computed properties:
SMILES ... CCCNC(C)C.O.O.O.O.O.O.O.O
Multiplicity ... 1
Energy above the lowest of the compared OMol25 structures with the same formula, charge and spin ... 266.4 kJ/mol

Each line ends with the Löwdin charge.
Positions of all 46 atoms, in Å:
O: 1.4037 0.1487 -3.5919  -0.055
O: 0.4761 -0.4544 1.8731  -0.077
O: 1.5087 1.4059 3.4796  -0.063
O: 2.9429 -2.4497 0.5266  -0.058
O: 2.9601 2.6861 1.5396  -0.104
O: 2.6474 0.2050 0.5311  -0.081
O: -1.1549 -2.6603 -1.0569  -0.077
O: 1.3106 -1.4697 -1.5567  -0.082
N: -1.7893 0.1041 -0.7219  -0.070
C: -3.0790 -0.4943 1.2443  -0.229
C: -3.1373 -0.2591 -0.2703  -0.201
C: -2.3930 -1.8127 1.6211  -0.115
C: -0.1082 1.5895 -1.5891  -0.073
C: -2.0916 2.5417 -0.5555  -0.076
C: -1.5935 1.3900 -1.4335  -0.396
H: 2.4568 1.3542 3.6268  0.056
H: 1.4147 -0.6373 -2.0805  0.001
H: 0.5920 0.5619 -3.9072  0.069
H: -1.6139 2.7526 0.3963  0.083
H: 1.5374 -0.6332 -4.1367  0.081
H: -3.1733 2.6246 -0.3971  0.070
H: -2.1328 1.3691 -2.3793  0.141
H: -2.6253 -2.0707 2.6596  0.075
H: 2.3075 -2.6011 1.2348  0.052
H: 0.9788 0.6357 3.6742  0.030
H: 2.1410 2.4021 1.9950  -0.009
H: -1.9713 3.4773 -1.1273  0.083
H: 0.4406 1.9024 -0.7026  0.088
H: 0.4884 -1.3366 -1.0705  0.010
H: -1.3126 -1.7123 1.7331  0.039
H: -0.3224 0.0814 1.9796  0.031
H: 2.9332 0.1371 -0.3896  0.074
H: 2.3433 -2.3061 -0.2373  0.020
H: -3.8527 0.5391 -0.4445  0.106
H: 0.1582 2.4542 -2.2154  0.101
H: -2.6358 -2.6535 0.9758  0.068
H: -1.0799 0.0989 -0.0040  0.072
H: -3.3626 -1.2170 -0.7367  0.104
H: -1.4499 -1.7452 -1.2408  -0.004
H: -2.5759 0.3305 1.7539  0.099
H: 3.0934 1.8268 1.1006  -0.020
H: -1.3194 -3.0076 -1.9506  0.062
H: 0.4885 0.8166 -2.0731  0.023
H: -4.0584 -0.5719 1.7086  0.101
H: 0.8923 0.0399 1.1339  0.020
H: 2.8493 -0.6933 0.8647  0.032

What did the second record say?
A gas-phase ion, C12H14N (charge +1) at a distorted geometry. Source: OMol25; level of theory: ωB97M-V/def2-TZVPD.

Computed properties:
SMILES ... CC1=[N+](C)c2c#cccc2C1(C)C
Multiplicity ... 1
Total charge ... +1
Energy above the lowest of the compared OMol25 structures with the same formula, charge and spin ... 577.5 kJ/mol

Each line ends with the Löwdin charge.
Positions of all 27 atoms, in Å:
N: -0.0551 -1.5100 -0.1131  -0.031
C: 1.0320 0.6130 0.0524  -0.032
C: -2.4213 -1.0046 -0.0842  0.035
C: -0.8995 1.7236 1.3199  0.023
C: -1.0071 -0.5903 0.0520  -0.095
C: 3.4675 -0.4605 0.1706  0.079
C: -0.4469 0.8226 0.1253  -0.417
C: 3.4589 0.8752 0.3083  -0.015
C: 1.2192 -1.0888 -0.1077  -0.122
C: 2.1090 1.3715 0.2174  -0.025
C: 2.5057 -1.3186 -0.0565  0.094
C: -0.9042 1.6014 -1.1149  -0.011
C: -0.0833 -2.9244 -0.3509  0.004
H: 2.0257 2.4171 0.2063  0.121
H: -0.0108 2.2725 -1.3000  0.114
H: 0.3802 -3.4828 0.5057  0.135
H: -2.6738 -1.8567 0.4610  0.075
H: 0.5428 -3.2682 -1.1878  0.120
H: -1.5840 2.4276 0.9458  0.053
H: -3.0987 -0.0714 0.0739  0.146
H: -1.2210 1.0270 -2.0587  0.127
H: -2.4932 -1.2136 -1.1889  0.133
H: -1.0304 -3.4704 -0.5196  0.112
H: 4.2762 1.3960 0.5222  0.069
H: -1.3107 1.1201 2.2346  0.141
H: -0.0699 2.2303 1.7203  0.068
H: -1.7075 2.3625 -0.8333  0.103

> Which value of multiplicity does entry 3 give?

1

> Which value of multiplicity does entry 4 give?

1